(1)
{"formula": "C22H44Cl4N4O10", "method": "ωB97M-V with the def2-TZVPD basis set", "homo_energy_ev": [0.6574, -7.0741], "charge": -1, "multiplicity": 2, "symbols": ["C", "C", "O", "C", "O", "O", "H", "H", "H", "H", "C", "C", "O", "C", "O", "O", "H", "H", "H", "H", "C", "C", "O", "N", "C", "H", "H", "H", "H", "H", "H", "H", "C", "C", "O", "N", "C", "H", "H", "H", "H", "H", "H", "H", "C", "C", "O", "N", "C", "H", "H", "H", "H", "H", "H", "H", "C", "C", "O", "N", "C", "H", "H", "H", "H", "H", "H", "H", "Cl", "C", "C", "Cl", "H", "H", "H", "H", "Cl", "C", "C", "Cl", "H", "H", "H", "H"], "positions_angstrom": [[-0.22634, -2.84429, -2.97514], [-0.40764, -4.25586, -2.60293], [-1.72995, -4.58260, -3.11083], [-2.04611, -3.73166, -4.05402], [-2.99611, -3.84978, -4.76920], [-1.12899, -2.70770, -4.05123], [0.77772, -2.54372, -3.27450], [-0.47158, -2.16646, -2.15752], [-0.60521, -4.33630, -1.53400], [0.40138, -4.77907, -3.11268], [-4.47334, -1.19132, -2.79751], [-5.31141, -2.28317, -2.14481], [-4.51656, -2.72371, -1.02730], [-3.49963, -1.86561, -0.78087], [-2.65891, -2.04512, 0.06765], [-3.49948, -0.97632, -1.79911], [-5.06905, -0.32707, -3.09129], [-4.04913, -1.83438, -3.56863], [-5.46533, -3.06729, -2.88614], [-6.31573, -1.96176, -1.86891], [5.41856, -2.36257, -2.23445], [4.22896, -2.43453, -1.28841], [3.09126, -2.35043, -1.65765], [4.36346, -2.54897, 0.06011], [3.20264, -2.61408, 0.96103], [5.98436, -1.43097, -2.22628], [5.05685, -2.70003, -3.20573], [6.15112, -3.11591, -1.94474], [5.24815, -2.27803, 0.46509], [3.44670, -3.37765, 1.69961], [2.19124, -2.81005, 0.60500], [3.17491, -1.73270, 1.60173], [2.78607, 4.53168, 1.33204], [3.20635, 3.70600, 0.08904], [2.90805, 2.53133, -0.08084], [4.02099, 4.40388, -0.74482], [4.87166, 4.01513, -1.84154], [1.74112, 4.26699, 1.49365], [2.88217, 5.60072, 1.14223], [3.40770, 4.07012, 2.09927], [3.62502, 5.32879, -0.83333], [5.74296, 3.47564, -1.47022], [5.31804, 4.81062, -2.43823], [4.19456, 3.45083, -2.48278], [-7.45103, 5.90584, 2.25141], [-6.28135, 4.95048, 2.18616], [-5.09583, 5.31980, 2.33357], [-6.54640, 3.65900, 1.87872], [-5.49546, 2.62253, 1.74149], [-7.87189, 5.76739, 3.24732], [-8.18001, 5.52451, 1.53638], [-7.09120, 6.92142, 2.08642], [-7.46186, 3.24327, 1.78286], [-5.23668, 1.96118, 2.56838], [-4.51262, 2.94372, 1.39661], [-5.75605, 1.94752, 0.92629], [1.64992, -0.54364, 5.14113], [1.79289, -2.04635, 4.96194], [2.88614, -2.66240, 4.90418], [0.63690, -2.71227, 4.90024], [0.54455, -4.14433, 5.04841], [2.24452, -0.18273, 5.98036], [0.63383, -0.26526, 5.42066], [1.92918, -0.02745, 4.22261], [-0.20943, -2.16219, 4.86497], [-0.49358, -4.44510, 5.18955], [1.20295, -4.51044, 5.83618], [0.94137, -4.57149, 4.12745], [4.95795, 1.23796, -3.87193], [3.44462, 0.23681, -3.83294], [2.34591, 1.02057, -3.11463], [1.97734, 2.55989, -3.79528], [3.57384, -0.75572, -3.40132], [3.10246, 0.03535, -4.84804], [2.63117, 1.17288, -2.07371], [1.42051, 0.47937, -3.31174], [-2.05582, 1.79774, 1.21610], [-0.75088, 0.64289, 1.50570], [0.18183, 0.54423, 0.29194], [-0.87774, 0.34232, -1.26650], [-1.12776, -0.36424, 1.68389], [-0.17185, 0.92787, 2.38411], [0.93805, -0.23886, 0.23720], [0.66005, 1.50533, 0.10304]], "atomic_forces_ev_per_a": [[0.164, 1.735, 0.598], [-0.646, -0.447, 0.891], [0.894, -1.103, 0.354], [0.558, 0.997, -0.192], [0.049, 0.574, -0.186], [-1.352, 0.241, -1.496], [-0.010, -0.393, -0.249], [-0.428, 0.132, -0.113], [1.197, -0.607, 0.013], [-0.428, -1.062, 0.545], [-0.302, -2.429, 0.718], [-0.895, -0.097, 0.103], [-1.119, -0.363, 0.080], [0.710, -1.264, -0.803], [-1.470, 0.860, -1.128], [1.287, 1.928, 0.589], [0.666, 0.106, 0.024], [0.663, 1.425, -0.852], [0.230, -0.457, 0.471], [0.117, 0.069, 0.714], [0.261, -1.153, 0.685], [0.349, 0.824, 1.738], [-2.124, -0.134, -2.511], [0.756, -0.056, -0.389], [0.945, -0.028, 1.573], [-0.543, 0.243, -0.216], [0.068, 0.602, -0.097], [0.080, -0.145, 0.191], [-0.145, -0.308, 0.176], [-0.195, -0.342, -0.058], [0.635, 0.071, -0.789], [-0.181, 0.428, -0.306], [-0.599, -1.393, -1.627], [-0.098, -0.897, -0.163], [0.341, 0.407, 0.440], [0.179, 2.720, 0.409], [-0.791, -1.277, -0.324], [0.037, 0.142, 0.383], [0.293, -0.124, 0.487], [-0.051, 0.648, 0.362], [0.647, 0.303, 0.194], [-0.325, -0.543, -0.073], [-0.587, 0.592, 0.440], [0.922, -0.497, -0.464], [0.308, -1.127, 0.204], [2.743, 0.589, -0.185], [-2.218, -0.358, -0.048], [0.862, -1.746, 0.103], [0.566, -0.303, -0.985], [-0.151, 0.397, 0.074], [-0.215, 0.600, -0.107], [-0.290, -0.203, -0.036], [-0.088, 0.778, 0.122], [-0.641, 0.439, 0.636], [-0.340, 1.011, 0.227], [-0.554, -0.037, -0.002], [-0.083, -0.131, 0.129], [2.052, -0.885, 0.133], [-1.589, 1.300, 0.205], [-0.939, 0.343, 0.557], [0.543, -0.074, -0.932], [0.429, -0.202, -0.233], [-0.188, -0.059, -0.333], [0.103, 0.087, 0.084], [-0.004, -0.173, 0.121], [0.142, 0.069, 0.055], [-0.190, 0.167, 0.233], [-0.211, -0.455, -0.044], [-0.222, -0.932, -0.122], [-0.667, 0.689, -0.482], [0.467, -1.669, 0.123], [-0.012, 1.581, -0.751], [0.362, 0.382, 0.507], [0.403, 0.374, -0.251], [-0.477, -0.167, 0.065], [0.085, -0.376, 0.894], [-0.008, 0.065, 0.390], [1.047, -1.328, -0.668], [-0.991, 1.274, -1.385], [1.113, -0.033, 0.956], [-0.562, 0.229, 0.113], [-0.082, 0.248, -0.061], [-0.377, -0.128, 0.463], [0.116, -0.166, 0.089]]}

---

(2)
{"formula": "C22H44N2O12P3", "method": "ωB97M-V with the def2-TZVPD basis set", "homo_energy_ev": -11.2924, "charge": 1, "symbols": ["C", "P", "O", "C", "C", "N", "N", "P", "O", "C", "P", "C", "O", "C", "C", "O", "C", "O", "C", "C", "O", "H", "H", "H", "H", "H", "H", "H", "H", "H", "H", "H", "H", "H", "H", "H", "H", "H", "H", "H", "H", "O", "C", "O", "C", "C", "C", "H", "H", "H", "H", "H", "H", "H", "H", "O", "C", "O", "C", "C", "C", "H", "H", "H", "H", "H", "H", "H", "H", "O", "C", "O", "C", "C", "C", "H", "H", "H", "H", "H", "H", "H", "H"], "positions_angstrom": [[2.13098, 2.74074, 1.18370], [0.49770, 1.89817, 1.10800], [0.46762, 1.04855, 2.48992], [0.82699, 0.69767, -0.23463], [0.48959, 1.18893, -1.51297], [0.64724, 0.55578, -2.63224], [1.19320, -0.65794, -2.56449], [1.29895, -1.44975, -4.16870], [0.19060, -2.38291, -4.34474], [1.57305, -1.24161, -1.41931], [2.36276, -2.93665, -1.64767], [4.04263, -2.56153, -1.06261], [1.76484, -3.85566, -0.44857], [1.37098, -0.59805, -0.19239], [1.72223, -1.27377, 1.10832], [0.58970, -1.70593, 1.84238], [-0.52516, -2.09073, 1.12608], [-1.29207, -0.94506, 0.81888], [-2.56678, -1.28936, 0.29896], [-3.14685, -0.14088, -0.49623], [-3.99779, 0.71432, 0.24994], [2.94752, 2.18915, 0.72559], [2.37130, 2.89202, 2.23483], [2.04682, 3.72352, 0.73116], [0.59348, 1.63281, 3.25156], [0.05918, 2.17651, -1.59679], [1.28846, -0.30174, -4.96392], [2.59296, -1.96697, -4.23103], [4.66116, -2.51785, -1.95676], [4.42017, -3.38286, -0.46142], [4.13470, -1.61247, -0.54300], [1.15090, -4.50048, -0.81818], [2.25175, -0.55604, 1.73033], [2.39518, -2.11251, 0.96035], [-1.10216, -2.76722, 1.75735], [-0.27912, -2.62120, 0.19921], [-2.51182, -2.17772, -0.33495], [-3.23713, -1.52992, 1.12967], [-2.35266, 0.45228, -0.95076], [-3.75407, -0.56370, -1.29589], [-3.91985, 0.50807, 1.18440], [-10.81585, 1.01987, -1.37474], [-9.84448, 1.69685, -1.19820], [-8.73703, 1.43844, -1.92707], [-7.58348, 2.28197, -1.91812], [-6.64055, 1.94581, -0.78108], [-9.80407, 2.77526, -0.13829], [-7.87417, 3.33351, -1.91963], [-7.09633, 2.09070, -2.87308], [-7.10996, 2.11327, 0.18918], [-5.73974, 2.55484, -0.83533], [-6.35308, 0.89852, -0.82697], [-9.55159, 2.31316, 0.81516], [-10.79800, 3.20739, -0.06322], [-9.10149, 3.57952, -0.34047], [6.78648, -4.64228, -2.28344], [7.02658, -4.27958, -3.40231], [6.13759, -4.57018, -4.37476], [6.25254, -4.06756, -5.71207], [7.14834, -4.93171, -6.57277], [8.32219, -3.58713, -3.75542], [6.57261, -3.02413, -5.70391], [5.23525, -4.08626, -6.10088], [8.17170, -4.94694, -6.19892], [7.16328, -4.55929, -7.59678], [6.78358, -5.95803, -6.57895], [9.08336, -4.34733, -3.92505], [8.62279, -2.98036, -2.90562], [8.26572, -2.94217, -4.62822], [1.61086, 3.35364, 5.28008], [0.75539, 3.74467, 6.03400], [0.21725, 2.86799, 6.89113], [-0.67224, 3.25119, 7.95086], [-2.10912, 3.34080, 7.48399], [0.23907, 5.16307, 5.98394], [-0.33039, 4.17339, 8.42044], [-0.56803, 2.46242, 8.69247], [-2.24043, 4.11396, 6.72665], [-2.76415, 3.57041, 8.32371], [-2.42132, 2.39256, 7.04690], [-0.53246, 5.22462, 5.21718], [1.06369, 5.81224, 5.70238], [-0.16754, 5.52480, 6.92390]], "atomic_forces_ev_per_a": [[0.199, -0.108, -0.237], [-0.892, 0.870, 0.175], [0.293, -0.343, -0.040], [0.806, -1.016, 0.204], [-0.078, 0.471, 0.505], [0.222, -0.347, -0.567], [0.393, 0.423, 0.191], [-0.629, -0.311, -0.363], [-0.025, -0.107, -0.018], [0.025, -0.549, 0.635], [0.183, -0.373, -0.796], [-0.011, 0.323, -0.243], [-0.195, 0.216, 0.239], [-0.370, 0.715, -0.354], [0.084, 0.032, 0.163], [0.129, 0.012, -0.006], [-0.285, -0.022, 0.162], [0.058, 0.046, -0.143], [0.000, 0.119, 0.042], [-0.469, -0.078, 0.046], [0.187, 0.046, 0.086], [0.110, -0.023, -0.017], [-0.070, -0.002, 0.140], [0.034, 0.077, -0.152], [0.029, -0.068, 0.146], [-0.145, 0.096, -0.122], [0.077, 0.139, 0.177], [0.152, 0.216, 0.128], [0.170, -0.021, -0.039], [-0.025, -0.108, 0.112], [0.057, -0.021, 0.227], [-0.027, -0.153, 0.057], [-0.103, 0.081, 0.174], [-0.013, -0.105, -0.160], [0.003, -0.035, 0.167], [0.095, -0.004, -0.105], [0.187, -0.075, -0.094], [-0.116, -0.133, 0.034], [0.189, -0.025, -0.027], [-0.031, 0.032, -0.155], [0.073, 0.064, 0.084], [-0.063, -0.059, -0.023], [0.037, 0.019, 0.190], [-0.005, -0.017, -0.175], [0.132, 0.056, 0.081], [-0.238, 0.015, 0.003], [-0.029, 0.230, -0.215], [-0.022, -0.006, 0.036], [-0.043, -0.038, -0.029], [0.015, 0.062, -0.001], [0.033, -0.011, -0.013], [0.049, -0.018, -0.041], [0.011, -0.013, 0.014], [-0.053, -0.113, 0.059], [0.070, -0.063, 0.056], [-0.187, 0.124, 0.111], [0.301, -0.181, -0.124], [-0.217, 0.153, 0.096], [0.068, -0.008, -0.205], [0.063, -0.067, 0.109], [-0.154, 0.283, -0.009], [0.029, -0.020, 0.024], [-0.025, -0.032, 0.056], [0.017, 0.055, -0.024], [-0.016, 0.007, -0.006], [-0.034, 0.004, -0.032], [0.010, -0.020, -0.009], [0.041, -0.117, 0.077], [0.034, -0.097, -0.057], [-0.063, -0.117, -0.337], [-0.139, 0.090, 0.010], [0.110, -0.085, 0.048], [-0.188, 0.043, 0.114], [0.044, 0.001, -0.159], [0.216, 0.087, 0.248], [0.011, 0.021, -0.045], [0.055, -0.043, -0.037], [-0.003, 0.050, 0.046], [0.003, -0.009, 0.018], [-0.011, -0.025, 0.049], [-0.025, -0.007, -0.003], [0.000, -0.043, -0.125], [-0.099, -0.045, -0.036]]}

---

(3)
{"formula": "C22H45CoN2P3Se2", "method": "ωB97M-V with the def2-TZVPD basis set", "homo_energy_ev": [-15.9236, -17.2137], "charge": 3, "multiplicity": 5, "e_above_lowest_kj_mol": 168.04, "symbols": ["Co", "P", "P", "P", "H", "C", "C", "H", "C", "C", "C", "C", "C", "C", "C", "C", "C", "H", "H", "H", "H", "H", "H", "H", "H", "H", "H", "H", "H", "H", "H", "H", "H", "H", "H", "H", "H", "H", "H", "H", "H", "H", "H", "H", "H", "H", "C", "C", "C", "C", "C", "C", "Se", "H", "H", "H", "H", "H", "H", "C", "N", "C", "C", "N", "C", "C", "Se", "H", "H", "H", "H", "H", "H", "H", "H"], "positions_angstrom": [[-0.91664, 0.10811, -0.50482], [-3.10012, 0.06948, -0.36093], [-0.20531, -2.00640, -0.38535], [-0.37421, 2.26198, -0.51019], [4.41534, -0.59750, 0.16860], [3.93822, 0.25785, 0.68680], [4.03548, 0.24390, 2.19536], [4.17612, -0.80284, 2.49446], [-4.11016, -0.08239, -1.89594], [-3.83517, -1.29452, 0.59872], [-3.86210, 1.55257, 0.38031], [1.61988, -2.20896, -0.30597], [-0.81072, -3.04330, 1.01122], [-0.71207, -3.03458, -1.83609], [1.42436, 2.55370, -0.65888], [-0.87878, 3.40695, 0.85321], [-1.03145, 3.21980, -1.93810], [4.44342, 1.12249, 0.23841], [4.91156, 0.80665, 2.51659], [-5.15899, -0.11512, -1.57631], [-3.86207, -1.00815, -2.42853], [-3.95076, 0.78578, -2.54675], [-4.92425, -1.18604, 0.49761], [-3.53888, -1.22620, 1.65339], [-3.54002, -2.26211, 0.17490], [-4.94864, 1.37847, 0.34439], [-3.63330, 2.44835, -0.21520], [-3.53519, 1.68258, 1.42279], [1.92211, -3.25446, -0.43128], [1.99716, -1.84954, 0.65745], [2.09179, -1.62199, -1.10152], [-0.87079, -4.09075, 0.68081], [-1.81049, -2.72596, 1.33427], [-0.12367, -2.97397, 1.86322], [-0.35317, -4.06256, -1.69350], [-0.30226, -2.62156, -2.76798], [-1.80572, -3.05528, -1.93039], [1.64398, 3.63153, -0.68371], [1.80181, 2.09288, -1.58181], [1.96097, 2.11153, 0.19091], [-0.48717, 4.41232, 0.63797], [-0.49727, 3.07042, 1.82575], [-1.97226, 3.45885, 0.91753], [-0.71789, 4.26698, -1.82709], [-2.12680, 3.17886, -1.96572], [-0.65268, 2.81134, -2.88367], [0.50447, 0.28204, -3.84705], [1.80751, 0.14867, -3.33251], [2.90643, 0.23402, -4.20429], [2.69632, 0.45555, -5.57681], [1.40215, 0.63026, -6.08274], [0.30168, 0.54308, -5.22237], [-1.08018, 0.07540, -2.68239], [2.83141, 0.21872, 0.45683], [1.97724, -0.03329, -2.26304], [3.93241, 0.11010, -3.83749], [3.54893, 0.48130, -6.25485], [1.26427, 0.80261, -7.15616], [-0.71393, 0.67222, -5.59628], [1.90818, 1.21991, 3.29375], [1.24287, 0.05547, 3.77469], [1.70313, -0.71674, 4.84196], [0.75621, -1.65825, 5.08513], [-0.27042, -1.46392, 4.17713], [-1.53014, -2.19385, 4.25058], [0.03944, -0.44690, 3.31599], [-1.05116, 0.34409, 1.98055], [1.22045, 1.75598, 2.63282], [2.91457, 0.87892, 2.73028], [2.16582, 1.85788, 4.15509], [2.62790, -0.49664, 5.34177], [0.70690, -2.42026, 5.83713], [-1.43930, -3.19376, 3.80746], [-1.78793, -2.32718, 5.31002], [-2.31847, -1.62462, 3.74988]], "atomic_forces_ev_per_a": [[2.237, -0.230, 3.111], [-2.359, 0.045, -0.245], [0.091, -1.814, -0.564], [0.001, 2.632, -0.845], [-0.313, 0.067, 0.644], [-1.019, 0.210, -0.528], [2.889, -1.476, -1.554], [-0.695, 0.310, 0.734], [0.285, 0.088, 0.233], [-0.185, 0.114, -0.036], [-0.197, -0.166, 0.037], [-0.110, 0.316, -0.065], [-0.140, 0.100, 0.018], [0.136, 0.185, 0.172], [0.195, -0.327, 0.149], [0.002, -0.337, 0.090], [0.049, -0.150, 0.080], [-0.614, 0.110, 0.127], [-0.387, 0.290, 0.515], [0.194, 0.016, -0.165], [-0.110, 0.241, 0.017], [-0.108, -0.273, 0.055], [0.247, -0.186, 0.245], [-0.177, -0.110, -0.249], [-0.118, 0.195, 0.129], [0.284, 0.256, 0.199], [-0.076, -0.277, 0.219], [-0.231, 0.092, -0.337], [-0.277, 0.078, 0.027], [-0.111, -0.051, -0.143], [-0.081, -0.209, 0.203], [0.114, 0.294, 0.125], [0.363, -0.137, -0.135], [-0.079, -0.005, -0.243], [-0.050, 0.256, -0.069], [-0.007, -0.202, 0.264], [0.206, 0.026, 0.095], [-0.260, -0.268, -0.014], [-0.112, 0.168, 0.250], [-0.145, 0.149, -0.237], [-0.088, -0.343, -0.023], [-0.046, 0.177, -0.248], [0.285, 0.027, -0.018], [-0.075, -0.269, -0.100], [0.188, 0.024, 0.045], [-0.010, 0.244, 0.231], [-0.187, -0.036, 0.713], [0.592, -0.042, -0.248], [-0.437, -0.056, 0.105], [-0.199, -0.038, 0.293], [-0.112, -0.156, 0.266], [-0.110, -0.061, 0.201], [1.174, 0.239, -2.815], [1.093, 0.190, -0.416], [-0.121, 0.128, -0.555], [-0.526, 0.057, -0.058], [-0.213, 0.052, 0.187], [-0.070, -0.029, 0.527], [0.262, -0.064, -0.029], [-0.687, 1.090, 0.505], [-1.080, -1.494, 0.000], [-0.840, 0.352, -0.808], [-0.203, 0.585, -0.607], [0.311, 0.501, -0.540], [-0.364, -0.509, 0.196], [1.789, -0.323, 1.932], [-0.179, -0.413, -0.667], [0.372, 0.006, -0.043], [-0.180, 0.070, 0.188], [0.100, -0.208, -0.482], [0.091, 0.042, 0.039], [-0.039, -0.154, 0.124], [0.012, 0.327, 0.022], [0.005, 0.177, -0.361], [0.161, -0.115, 0.138]]}